(1)
Density functional theory data (wB97M-V/def2-TZVPD) for a molecular structure, C37H40NaOSbSi.

The geometry in XYZ format:
```
81
Properties=species:S:1:pos:R:3:mulliken_charge:R:1
Na 0.0433 0.1873 0.0026 1.031
C 0.3876 2.7481 4.2881 -1.840
C 1.1557 1.4530 4.5549 1.994
C 2.6223 1.6639 4.1758 -1.858
C 1.0593 1.1194 6.0414 -1.733
Si 0.4526 0.0813 3.4359 -0.127
O 0.5085 0.4934 1.8985 -0.925
C 1.4769 -1.4928 3.7194 0.388
C 1.5727 -2.1860 4.9288 -0.165
C 2.3615 -3.3203 5.0630 -0.963
C 3.0905 -3.7924 3.9818 -0.457
C 3.0233 -3.1185 2.7728 -0.657
C 2.2267 -1.9883 2.6529 -0.467
C -1.3421 -0.2588 3.9538 0.490
C -1.7864 -1.3450 4.7058 -0.114
C -3.1289 -1.5214 5.0177 -0.695
C -4.0716 -0.6071 4.5781 -0.402
C -3.6604 0.4786 3.8176 -0.730
C -2.3181 0.6414 3.5123 -0.304
H 0.8419 3.5797 4.8393 0.484
H -0.6517 2.6784 4.6157 0.355
H 0.3946 3.0056 3.2274 0.260
H 3.0588 2.4838 4.7580 0.500
H 2.7274 1.9148 3.1188 0.301
H 3.2211 0.7709 4.3694 0.356
H 1.3916 1.9710 6.6464 0.472
H 1.6934 0.2730 6.3112 0.310
H 0.0357 0.8854 6.3450 0.353
H 1.0251 -1.8393 5.7969 0.357
H 2.4060 -3.8324 6.0159 0.398
H 3.7105 -4.6739 4.0856 0.378
H 3.5998 -3.4632 1.9224 0.449
H 2.1925 -1.4646 1.7047 0.495
H -1.0797 -2.0896 5.0512 0.294
H -3.4344 -2.3792 5.6038 0.397
H -5.1182 -0.7414 4.8203 0.370
H -4.3857 1.2006 3.4630 0.390
H -2.0211 1.4905 2.9067 0.436
C 2.2080 -0.2513 -4.5067 -1.475
C 1.0012 -0.0705 -5.3818 0.588
C 1.1567 0.2720 -6.7194 -0.739
C 0.0598 0.4236 -7.5545 -0.657
C -1.2186 0.2303 -7.0623 -0.897
C -1.3920 -0.1166 -5.7287 -0.124
C -0.2965 -0.2628 -4.8874 0.341
Sb -0.5550 -0.8192 -2.8590 1.336
C -0.0133 -2.8685 -3.0224 0.041
C -0.1409 -3.4984 -4.2582 -0.335
C 0.1856 -4.8386 -4.4098 -0.744
C 0.6469 -5.5523 -3.3153 -0.673
C 0.7797 -4.9294 -2.0856 -0.616
C 0.4580 -3.5861 -1.9183 0.521
C 0.6160 -2.9533 -0.5628 -1.059
C -2.6717 -1.0758 -2.8350 0.666
C -3.2329 -2.3477 -2.8176 -0.550
C -4.6100 -2.5150 -2.7484 -0.902
C -5.4323 -1.4038 -2.7011 -0.614
C -4.8798 -0.1323 -2.7186 -0.735
C -3.5039 0.0519 -2.7787 0.598
C -2.9392 1.4438 -2.7953 -1.396
H 3.1271 -0.0461 -5.0533 0.445
H 2.2741 -1.2747 -4.1275 0.294
H 2.1862 0.4171 -3.6422 0.257
H 2.1552 0.4198 -7.1114 0.365
H 0.2096 0.6907 -8.5922 0.375
H -2.0792 0.3421 -7.7079 0.434
H -2.3945 -0.2783 -5.3470 0.379
H -0.5023 -2.9409 -5.1152 0.462
H 0.0773 -5.3163 -5.3741 0.425
H 0.9097 -6.5969 -3.4177 0.381
H 1.1436 -5.4931 -1.2356 0.410
H 1.0207 -3.6516 0.1679 0.403
H -0.3386 -2.6072 -0.1542 0.345
H 1.3028 -2.1026 -0.5953 0.127
H -2.5954 -3.2219 -2.8579 0.439
H -5.0311 -3.5113 -2.7323 0.426
H -6.5064 -1.5216 -2.6474 0.384
H -5.5265 0.7355 -2.6821 0.377
H -3.7313 2.1908 -2.8163 0.410
H -2.3027 1.6153 -3.6674 0.260
H -2.3312 1.6513 -1.9093 0.203
```

Output
* HOMO level: -8.1 eV
* E: -2201.27951 hartree
* strongest force on any atom: 0.0109 hartree/bohr
* Kohn-Sham gap: 8.05 eV
* charge: 0

=====

(2)
Density functional theory data (wB97M-V/def2-TZVPD) for a molecular structure, C3H4IO6S2 at a distorted geometry.

The geometry in XYZ format:
```
16
Properties=species:S:1:pos:R:3:mulliken_charge:R:1
C -0.8535 -0.1329 2.8224 0.043
C -0.3876 -1.1521 -1.1286 -0.493
C 1.1525 -0.9660 -0.8373 -0.566
O -2.6805 0.9277 0.2715 -0.722
O -0.5686 1.3102 -0.6131 -0.326
O 1.5920 2.6051 -0.6439 -0.569
O 0.1014 -0.8124 2.7323 -0.279
O -1.1103 -1.0053 0.0684 -0.427
O 1.6495 0.2691 -1.1145 -0.463
S -1.3634 0.5692 0.6309 1.051
S 0.9923 1.4083 -0.0915 0.657
I -0.1924 2.4438 2.3707 -0.505
H -0.7161 -0.5819 -1.9105 0.359
H -0.7650 -2.1141 -1.3680 0.401
H 1.3258 -1.1889 0.1621 0.388
H 1.8239 -1.5796 -1.3509 0.449
```

Output
* HOMO level: -4.3 eV
* E: -1662.18224 hartree
* strongest force on any atom: 0.0747 hartree/bohr
* Kohn-Sham gap: 7.48 eV
* energy above the lowest of the compared OMol25 structures with the same formula, charge and spin: 0.0 kcal/mol
* charge: -1

=====

(3)
Density functional theory data (wB97M-V/def2-TZVPD) for 2 unconnected molecules or ions with the total composition C2HN3O2 at a distorted geometry.

The geometry in XYZ format:
```
8
Properties=species:S:1:pos:R:3:mulliken_charge:R:1
O -1.1573 -1.3131 1.5089 -0.368
C -1.1409 -0.2395 0.9831 0.673
N -0.9668 1.0410 0.6591 -0.382
C -0.5229 1.5040 -0.6797 0.193
O 0.3287 0.9124 -1.3837 -0.459
H -0.9701 2.5507 -0.9072 0.314
N 2.9877 -1.8176 -0.0300 0.024
N 1.4417 -2.6380 -0.1504 0.005
```

Output
* HOMO level: -11.0 eV
* structure (SMILES): O=C=NC=O.N#N
* E: -391.20184 hartree
* strongest force on any atom: 0.2882 hartree/bohr
* Kohn-Sham gap: 8.34 eV
* energy above the lowest of the compared OMol25 structures with the same formula, charge and spin: 250.3 kcal/mol
* charge: 0

=====

(4)
Density functional theory data (wB97M-V/def2-TZVPD) for a single C5H7NO2 molecule at a distorted geometry.

The geometry in XYZ format:
```
15
Properties=species:S:1:pos:R:3:mulliken_charge:R:1
C -1.7952 0.1213 0.5594 -1.315
C -0.4134 0.0928 0.0160 0.955
C 0.1786 0.9552 -1.0508 -0.858
C 0.7859 0.9224 0.3329 -0.183
O 1.9278 0.1327 0.4869 -0.337
C 1.6904 -1.1702 0.1505 0.478
O 2.5710 -1.9723 0.0160 -0.586
N 0.3600 -1.4109 0.0384 -0.291
H -2.4824 -0.3825 -0.1159 0.320
H -2.1063 1.1592 0.6674 0.339
H -1.8435 -0.3553 1.5356 0.334
H -0.3754 1.8339 -1.3397 0.306
H 0.7457 0.5065 -1.8524 0.244
H 0.7735 1.7730 0.9977 0.366
H -0.0167 -2.2057 -0.4420 0.228
```

Output
* HOMO level: -9.9 eV
* structure (SMILES): C[C@@]12C[C@@H]1OC(=O)N2
* E: -399.92731 hartree
* strongest force on any atom: 0.0942 hartree/bohr
* Kohn-Sham gap: 10.64 eV
* energy above the lowest of the compared OMol25 structures with the same formula, charge and spin: 24.0 kcal/mol
* charge: 0

=====

(5)
Density functional theory data (wB97M-V/def2-TZVPD) for a single C5H8OS molecule at a distorted geometry.

The geometry in XYZ format:
```
15
Properties=species:S:1:pos:R:3:mulliken_charge:R:1
O 1.2257 -0.1181 1.4963 -0.520
C 1.3435 -0.0469 0.0378 -0.321
C 0.2572 -0.7992 -0.6823 -0.161
C -0.8850 -1.3755 0.0824 -0.617
S -2.0708 -0.0601 0.5054 -0.199
C -0.9159 1.3249 0.0225 -0.704
C 0.2555 0.7149 -0.7128 -0.274
H 1.4054 0.7469 1.9174 0.306
H 2.3698 -0.0077 -0.3769 0.342
H 0.5935 -1.3405 -1.5861 0.339
H -1.4746 -2.1533 -0.5045 0.371
H -0.5074 -1.8706 0.9878 0.290
H -1.5531 2.0506 -0.5255 0.356
H -0.6947 1.8446 0.9198 0.279
H 0.6510 1.0900 -1.5814 0.512
```

Output
* HOMO level: -8.3 eV
* structure (SMILES): O[C@H]1[C@H]2CSC[C@@H]12
* E: -668.69108 hartree
* strongest force on any atom: 0.0483 hartree/bohr
* Kohn-Sham gap: 9.10 eV
* energy above the lowest of the compared OMol25 structures with the same formula, charge and spin: 29.8 kcal/mol
* charge: 0

=====

(6)
Density functional theory data (wB97M-V/def2-TZVPD) for a molecular structure, C16H20F3N2O4S2 at a distorted geometry.

The geometry in XYZ format:
```
47
Properties=species:S:1:pos:R:3:mulliken_charge:R:1
C 3.0498 -0.6146 2.1107 -1.966
C 2.6274 0.6921 1.4231 0.907
C 3.5786 1.5830 0.8900 -0.542
C 3.1750 2.7441 0.2943 -0.504
C 1.8292 3.0516 0.2464 -0.749
C 0.9144 2.1916 0.7548 -0.072
C 1.2845 0.9960 1.3344 0.312
C 0.2372 0.0438 1.8440 -1.127
S -0.4074 -0.8295 0.3574 1.282
O 0.2386 -2.1282 0.3497 -0.784
O -0.0045 -0.0957 -0.8210 -0.667
N -1.9954 -1.0110 0.5152 -0.599
S -2.8723 -0.0795 -0.4638 1.341
O -2.6244 1.3259 -0.1796 -0.682
O -2.8234 -0.4180 -1.8600 -0.742
C -4.6003 -0.3637 0.0292 -1.063
C -5.1696 0.8618 0.7638 -0.208
C -6.6581 0.6435 0.9369 0.217
F -7.3985 0.1505 -0.0750 -0.281
C -7.2646 0.9081 2.0930 0.331
F -6.7191 1.7654 2.9459 -0.223
F -8.4205 0.3477 2.4250 -0.245
H 4.1187 -0.7977 1.9875 0.443
H 2.9077 -0.4462 3.1887 0.443
H 2.4767 -1.4787 1.7717 0.332
H 4.6242 1.3056 0.9692 0.391
H 3.9442 3.3862 -0.1258 0.383
H 1.5225 3.9769 -0.2332 0.382
H -0.1431 2.4383 0.6829 0.365
H 0.6932 -0.7379 2.4456 0.472
H -0.5551 0.5633 2.3837 0.445
H -4.7172 -1.2985 0.5847 0.432
H -5.1697 -0.4708 -0.8963 0.371
H -4.6775 1.0533 1.7133 0.256
H -5.0620 1.7301 0.1055 0.304
C 3.5929 -2.8389 -3.4159 -1.337
C 2.5807 -1.9692 -2.6759 -0.290
C 3.1820 -0.6610 -2.1593 0.158
C 4.2293 -0.8856 -1.1646 0.330
N 5.0432 -1.0421 -0.3685 -0.583
H 4.4128 -3.1417 -2.7611 0.338
H 3.1139 -3.7464 -3.7867 0.385
H 4.0178 -2.3067 -4.2712 0.305
H 2.1517 -2.5324 -1.8456 0.184
H 1.7586 -1.7271 -3.3508 0.423
H 2.3884 -0.0598 -1.7038 -0.259
H 3.5894 -0.0779 -2.9889 0.392
```

Output
* HOMO level: -5.8 eV
* E: -2128.14177 hartree
* strongest force on any atom: 0.0359 hartree/bohr
* Kohn-Sham gap: 8.47 eV
* charge: -1

=====

> Number 2 is which compound?

C3H4IO6S2

=====

Repeat the fourth record exactly.
Density functional theory data (wB97M-V/def2-TZVPD) for a single C5H7NO2 molecule at a distorted geometry.

The geometry in XYZ format:
```
15
Properties=species:S:1:pos:R:3:mulliken_charge:R:1
C -1.7952 0.1213 0.5594 -1.315
C -0.4134 0.0928 0.0160 0.955
C 0.1786 0.9552 -1.0508 -0.858
C 0.7859 0.9224 0.3329 -0.183
O 1.9278 0.1327 0.4869 -0.337
C 1.6904 -1.1702 0.1505 0.478
O 2.5710 -1.9723 0.0160 -0.586
N 0.3600 -1.4109 0.0384 -0.291
H -2.4824 -0.3825 -0.1159 0.320
H -2.1063 1.1592 0.6674 0.339
H -1.8435 -0.3553 1.5356 0.334
H -0.3754 1.8339 -1.3397 0.306
H 0.7457 0.5065 -1.8524 0.244
H 0.7735 1.7730 0.9977 0.366
H -0.0167 -2.2057 -0.4420 0.228
```

Output
* HOMO level: -9.9 eV
* structure (SMILES): C[C@@]12C[C@@H]1OC(=O)N2
* E: -399.92731 hartree
* strongest force on any atom: 0.0942 hartree/bohr
* Kohn-Sham gap: 10.64 eV
* energy above the lowest of the compared OMol25 structures with the same formula, charge and spin: 24.0 kcal/mol
* charge: 0